Entry 1:
DFT (the ωB97M-V functional and the def2-TZVPD basis) results for an isolated ion of composition C4H13N2O and charge +1 at a distorted geometry.

Properties
total energy	-344.65477	a.u.
energy above the lowest of the compared OMol25 structures with the same formula, charge and spin	294.25	kJ/mol
HOMO-LUMO gap	11.433	eV
SMILES	CO[C@H](N)[NH+](C)C
HOMO level	-14.4	eV

Structure (ORCA input):
```
! wB97M-V def2-TZVPD RIJCOSX def2/J DEFGRID3
* xyz 1 1
C 1.893 -0.192 -0.746
C 0.772 -1.791 0.546
C -2.444 0.465 -0.774
C -0.339 0.431 0.365
N -0.114 1.843 0.774
N 1.002 -0.310 0.336
O -0.975 0.263 -0.844
H 2.908 -0.284 -0.299
H 1.661 -0.914 -1.537
H 1.868 0.818 -1.314
H -0.064 -2.063 -0.094
H 1.720 -2.351 0.391
H 0.548 -1.810 1.642
H -2.807 0.025 -1.682
H -2.568 1.636 -0.720
H -2.747 -0.171 0.133
H -0.825 -0.143 1.143
H -0.843 1.924 1.447
H -0.131 2.654 0.076
H 1.485 -0.030 1.159
*
```



Entry 2:
DFT (the ωB97M-V functional and the def2-TZVPD basis) results for C39H56ClFIN8O3SSi as an isolated structure at a distorted geometry.

Properties
total energy	-3728.13284	a.u.
HOMO-LUMO gap	4.849	eV
HOMO level	-9.7	eV

Structure (ORCA input):
```
! wB97M-V def2-TZVPD RIJCOSX def2/J DEFGRID3
* xyz 1 1
C 6.297 -4.112 0.489
C 6.455 -2.794 0.489
C 6.147 -1.210 0.738
C 4.664 -0.790 0.177
C 3.579 -1.301 1.303
C 2.116 -1.618 0.708
F 2.371 -2.831 -0.041
N 1.381 -2.147 1.926
C 0.533 -0.981 2.293
N -0.291 -1.137 3.332
I -1.494 0.405 4.013
Si -0.469 -2.706 4.275
C 1.200 -3.418 4.886
C -1.510 -3.909 3.192
C -1.518 -2.360 5.882
N 0.757 0.208 1.388
C 1.300 1.416 1.991
Cl 2.972 2.004 1.519
C 0.342 2.759 1.957
C -1.068 2.576 1.206
C 1.168 -0.452 0.133
C -0.329 -0.869 -0.453
C -0.600 -2.436 -0.602
C -2.045 -2.808 -1.221
C -2.464 -1.994 -2.547
S -1.430 -2.321 -4.052
O -0.923 -0.956 -4.543
O -2.283 -2.920 -5.169
O -0.145 -3.377 -3.820
C 1.694 0.371 -1.172
C 1.421 1.888 -1.469
C 1.978 2.524 -2.815
C 2.772 1.529 -3.752
N 3.038 0.128 -3.530
C 2.503 -0.411 -2.305
H 6.006 -5.235 0.487
H 6.922 -0.621 0.126
H 6.238 -1.010 1.876
H 4.570 0.326 -0.068
H 4.481 -1.485 -0.736
H 3.606 -0.616 2.226
H 4.020 -2.327 1.655
H 2.121 -2.121 2.651
H 1.613 -4.178 4.103
H 1.106 -3.963 5.903
H 2.004 -2.582 4.949
H -2.553 -4.013 3.708
H -1.708 -3.382 2.185
H -1.015 -4.942 3.100
H -1.008 -1.552 6.539
H -1.620 -3.383 6.402
H -2.579 -2.057 5.534
H 1.387 1.205 3.141
H 0.941 3.618 1.439
H 0.124 3.145 3.027
H -1.118 1.738 0.423
H -1.958 2.536 1.960
H -1.253 3.566 0.609
H -1.183 -0.440 0.222
H -0.516 -0.377 -1.496
H 0.201 -2.889 -1.312
H -0.506 -3.054 0.385
H -2.812 -2.762 -0.360
H -1.987 -3.934 -1.527
H -2.561 -0.867 -2.272
H -3.551 -2.331 -2.810
H 0.669 -2.795 -3.810
H 0.843 2.548 -0.738
H 1.778 3.644 -3.056
H 3.200 1.994 -4.731
H 2.686 -1.550 -2.134
N -4.710 4.414 2.899
C -4.804 3.054 2.763
C -5.970 2.775 2.091
C -6.600 4.011 1.806
C -5.798 5.006 2.314
H -3.957 4.904 3.358
H -4.037 2.404 3.156
H -6.329 1.789 1.832
H -7.536 4.158 1.287
H -5.909 6.080 2.311
N -1.638 4.232 -3.114
C -1.098 4.907 -4.176
C -1.583 6.193 -4.152
C -2.443 6.299 -3.031
C -2.456 5.075 -2.407
H -1.461 3.265 -2.887
H -0.418 4.416 -4.856
H -1.344 6.971 -4.863
H -2.991 7.175 -2.715
H -2.975 4.731 -1.525
N 7.741 2.147 0.669
C 6.658 2.781 0.121
C 7.118 3.670 -0.821
C 8.531 3.564 -0.846
C 8.887 2.614 0.082
H 7.702 1.445 1.392
H 5.655 2.547 0.448
H 6.506 4.323 -1.426
H 9.212 4.120 -1.473
H 9.854 2.233 0.375
N -5.936 -4.414 -3.677
C -6.576 -5.622 -3.744
C -7.623 -5.597 -2.853
C -7.617 -4.325 -2.231
C -6.567 -3.615 -2.761
H -5.126 -4.152 -4.220
H -6.232 -6.394 -4.416
H -8.317 -6.406 -2.672
H -8.306 -3.968 -1.478
H -6.215 -2.612 -2.564
*
```



Entry 3:
DFT (the ωB97M-V functional and the def2-TZVPD basis) results for C22H21BrMgN5S as an isolated structure at a distorted geometry.

Properties
total energy	-4296.55894	a.u.
HOMO-LUMO gap	5.229	eV
HOMO level	-2.5	eV

Structure (ORCA input):
```
! wB97M-V def2-TZVPD RIJCOSX def2/J DEFGRID3
* xyz -1 1
Mg 0.596 -0.351 0.423
C 0.651 -3.586 -2.575
C 0.699 -2.275 -1.842
N 0.827 -2.095 -0.570
N 0.910 -3.286 0.149
C 1.650 -3.106 1.187
N 1.977 -4.054 2.096
S 2.410 -1.606 1.392
C 0.546 -1.013 -2.544
C 0.369 -0.826 -3.905
C 0.235 0.485 -4.356
C 0.284 1.532 -3.438
C 0.457 1.227 -2.096
N 0.576 -0.029 -1.631
H 1.178 -4.371 -2.027
H 1.128 -3.505 -3.554
H -0.394 -3.884 -2.705
H 2.046 -4.954 1.650
H 2.829 -3.741 2.545
H 0.334 -1.656 -4.596
H 0.098 0.689 -5.413
H 0.192 2.564 -3.756
H 0.507 1.998 -1.333
C 2.448 -2.230 5.357
C 1.742 -1.174 4.567
C 1.220 -0.026 5.168
C 0.574 0.920 4.381
C 0.491 0.654 3.033
Br -0.270 1.653 1.736
N 0.956 -0.398 2.405
C 1.581 -1.306 3.188
H 2.488 -1.974 6.421
H 3.476 -2.345 5.000
H 1.924 -3.187 5.262
H 1.313 0.135 6.239
H 0.156 1.823 4.807
H 1.963 -2.175 2.658
C -0.718 1.080 -0.408
C -1.461 1.889 -0.878
C -2.356 2.864 -1.444
C -2.677 2.823 -2.806
C -3.546 3.771 -3.355
C -4.099 4.763 -2.546
C -3.785 4.810 -1.188
C -2.915 3.863 -0.637
H -2.253 2.055 -3.451
H -3.793 3.735 -4.414
H -4.776 5.500 -2.974
H -4.217 5.584 -0.558
H -2.679 3.913 0.424
H -0.894 -1.181 0.911
*
```



no.,LUMO level (eV)
1,-2.9
2,-4.9
3,2.8